(1)
The following is a DFT calculation (ωB97M-V/def2-TZVPD) of a molecular structure, C2H6N2O at a distorted geometry.

E_HOMO in eV: -9.118
Energy above the lowest of the compared OMol25 structures with the same formula, charge and spin in kcal/mol: 96.31
Kohn-Sham gap in eV: 9.420
Max |F| in eV/Å: 6.82

Geometry as ORCA input:
```
! wB97M-V def2-TZVPD RIJCOSX def2/J DEFGRID3
* xyz 0 1
C 0.86721 0.19980 -0.18450
C -0.49413 -0.65820 -0.06957
H 1.28856 2.18218 -0.03280
H -0.40346 2.07631 0.02421
H 1.55720 -1.58954 0.04000
H -0.54284 -1.58203 -0.65698
H -0.42050 -1.00922 1.09955
H -2.54593 -0.77614 0.01527
N 0.50108 1.51361 -0.03150
N 1.98560 -0.55457 -0.07860
O -1.79279 0.19780 -0.12507
*
```

These are the Löwdin partial charges, in e, on atoms 1 to 4: atom 1 (C): -0.471, atom 2 (C): -0.197, atom 3 (H): 0.106, atom 4 (H): 0.143

=====

(2)
The following is a DFT calculation (ωB97M-V/def2-TZVPD) of 2 unconnected molecules or ions with the total composition CHF2O3S at a distorted geometry.

E_HOMO (spin up / spin down) in eV: -3.366 / -3.785
Energy above the lowest of the compared OMol25 structures with the same formula, charge and spin in kcal/mol: 63.87
Kohn-Sham gap (spin up / spin down) in eV: 7.242 / 7.619
Max |F| in eV/Å: 4.53

Geometry as ORCA input:
```
! wB97M-V def2-TZVPD RIJCOSX def2/J DEFGRID3
* xyz -1 1
C 1.13455 -0.71200 0.00748
O -1.98350 -0.04476 -1.04866
O -0.81362 2.03225 -0.37357
O -1.72921 0.44546 1.37813
F 2.07320 0.29619 0.16597
F 1.42306 -1.69305 0.96118
S -1.32157 0.71477 -0.03525
H 1.21709 -1.03885 -1.05527
*
```

These are the Löwdin partial charges, in e, on atoms 1 to 4: atom 1 (C): -0.267, atom 2 (O): -0.375, atom 3 (O): -0.374, atom 4 (O): -0.408

=====

(3)
The following is a DFT calculation (ωB97M-V/def2-TZVPD) of a molecular structure, C28H48BMgNO5 at a distorted geometry.

E_HOMO in eV: -12.815
Kohn-Sham gap in eV: 3.699
Max |F| in eV/Å: 4.02

Geometry as ORCA input:
```
! wB97M-V def2-TZVPD RIJCOSX def2/J DEFGRID3
* xyz 2 1
C 5.70338 3.44651 -2.65337
C 4.56536 2.80584 -2.06947
C 3.28423 3.65949 -1.56417
C 2.00583 2.66524 -1.57341
O 0.96849 2.92706 -2.58773
C -0.22143 2.17442 -2.20555
O -0.79248 1.27391 -3.17193
B -1.85234 2.04082 -3.81120
O -1.40814 3.02798 -4.79305
O -3.25656 1.88238 -3.48033
C 0.00102 1.58936 -0.69585
C 0.57295 0.06618 -0.82657
C 1.86301 -0.21737 0.08000
C 2.03520 -1.79485 0.44022
C 2.78539 -2.62364 -0.72030
C 2.06005 -4.05263 -0.81817
C 1.40536 -4.31330 -2.27669
C -0.12416 -3.81832 -2.35971
C -1.13543 -4.58388 -1.35293
C -2.30914 -3.55385 -0.95186
C -3.17066 -3.97233 0.33959
C -2.33273 -4.02558 1.71160
O -2.54712 -2.80105 2.50827
C -1.45355 -1.90582 2.18589
C -1.33402 1.32936 0.15722
C -2.18512 2.61631 0.57506
C -1.77807 3.30366 1.96085
C -1.35434 2.29174 3.11903
C -2.43521 2.00704 4.28376
C -2.07008 1.06469 5.46873
C -0.67126 0.36260 5.56123
C 0.37106 0.60841 4.43678
C -0.00070 1.57378 3.27912
C 1.07338 2.68597 -0.23440
N 0.69611 4.13074 -0.17387
H 6.45933 2.77423 -3.19989
H 5.85101 4.56993 -2.53621
H 4.61411 1.66293 -2.01750
H 3.49790 4.09271 -0.52027
H 3.09025 4.54970 -2.25304
H 2.48851 1.67641 -1.87094
H -0.99752 3.03456 -2.11795
H -1.52618 3.88506 -4.30660
H -3.54297 2.80337 -3.26282
H -0.23582 -0.67760 -0.48213
H 0.83162 -0.21543 -1.90225
H 2.82450 0.05873 -0.49974
H 1.90252 0.35273 1.06801
H 2.74956 -1.82533 1.34920
H 1.00811 -2.20557 0.71237
H 3.87328 -2.82344 -0.39434
H 2.86627 -2.06499 -1.71878
H 2.81517 -4.91361 -0.66156
H 1.29820 -4.16363 0.03339
H 2.01398 -3.65453 -3.00639
H 1.57185 -5.39113 -2.60380
H -0.47284 -4.05274 -3.43463
H -0.21029 -2.68290 -2.24405
H -0.61921 -5.04799 -0.44898
H -1.60945 -5.46144 -1.93339
H -1.92328 -2.46515 -0.86995
H -3.04184 -3.54671 -1.84212
H -3.61610 -5.00177 0.11977
H -4.01722 -3.21843 0.51026
H -2.77490 -4.87602 2.35560
H -1.22540 -4.27373 1.57597
H -0.57093 -2.01120 2.90664
H -1.13508 -2.13344 1.11552
H -1.79106 -0.79050 2.19467
H -2.02344 0.70620 -0.53556
H -1.08029 0.62219 1.03333
H -3.29445 2.25918 0.69139
H -2.21675 3.35712 -0.30961
H -2.72311 3.85727 2.33910
H -0.96818 4.10642 1.89680
H -3.46426 2.52938 4.26675
H -2.78864 0.86765 6.32578
H -0.40538 -0.31193 6.43605
H 1.41399 0.12185 4.40549
H 0.78668 1.75217 2.46904
H 1.77170 2.45403 0.65130
H -0.26061 4.31245 -0.49572
H 0.88418 4.54047 0.75091
Mg -3.03580 0.99159 2.47408
*
```

These are the Löwdin partial charges, in e, on atoms 1 to 4: atom 1 (C): -0.006, atom 2 (C): -0.160, atom 3 (C): -0.112, atom 4 (C): -0.230

=====

(4)
The following is a DFT calculation (ωB97M-V/def2-TZVPD) of 10 unconnected molecules or ions with the total composition C50H57BClN12O3S at a distorted geometry.

E_HOMO in eV: -10.762
Kohn-Sham gap in eV: 8.177
Max |F| in eV/Å: 2.12

Geometry as ORCA input:
```
! wB97M-V def2-TZVPD RIJCOSX def2/J DEFGRID3
* xyz 1 1
C 5.58312 -1.34055 3.40951
B 4.71519 -1.41190 2.12624
O 5.19455 -1.40287 0.85893
N 3.18972 -1.42947 2.27314
C 2.37712 -2.42004 2.01955
N 1.05296 -2.25459 2.27378
C 0.31874 -3.37875 1.65458
C 1.40874 -4.41849 1.41940
Cl 1.14699 -5.28808 -0.08225
N 2.69013 -3.65476 1.42758
S 3.91055 -4.58502 2.23111
C 3.67338 -6.21361 1.63499
O 3.65466 -4.53418 3.63018
O 5.15960 -4.11271 1.73218
H 4.96960 -1.07194 4.26610
H 6.01198 -2.30197 3.62598
H 6.36873 -0.61089 3.29016
H 5.86361 -2.09099 0.83370
H 2.68293 -0.61211 2.62501
H 0.82002 -1.39573 1.77708
H -0.23960 -3.07889 0.79220
H -0.34002 -3.80227 2.39950
H 1.37870 -5.11983 2.24035
H 2.95140 -6.72111 2.25546
H 3.31649 -6.20617 0.61484
H 4.65850 -6.65257 1.67324
N -1.92080 -1.46644 -0.71228
C -2.94256 -0.70437 -0.32624
C -4.16370 -0.67412 -0.97630
C -4.34043 -1.47512 -2.09268
C -3.28349 -2.27220 -2.50954
C -2.10318 -2.23439 -1.78654
H -2.76822 -0.08967 0.55093
H -4.95997 -0.03537 -0.61721
H -5.28804 -1.46858 -2.61768
H -3.37093 -2.90932 -3.37826
H -1.25198 -2.84274 -2.08270
N -7.56135 -1.52131 -2.47827
C -8.32667 -2.48914 -2.98026
C -9.69155 -2.36350 -3.17638
C -10.30147 -1.16714 -2.82982
C -9.52066 -0.15572 -2.29784
C -8.16047 -0.38027 -2.14717
H -7.81624 -3.41084 -3.23756
H -10.26084 -3.18225 -3.59396
H -11.36657 -1.02890 -2.96299
H -9.95343 0.79025 -2.00477
H -7.51787 0.39266 -1.73722
N 1.03714 0.49063 3.41684
C -0.11763 1.06300 3.07951
C -0.79036 1.95958 3.89193
C -0.23611 2.28285 5.11976
C 0.96581 1.69811 5.48229
C 1.56093 0.81299 4.60034
H -0.51989 0.78825 2.10845
H -1.72443 2.39623 3.56790
H -0.72858 2.98189 5.78177
H 1.43342 1.92554 6.42955
H 2.50321 0.33753 4.85484
N -12.03140 -1.10475 -6.91447
C -10.81928 -1.05885 -6.36956
C -9.65795 -0.83355 -7.09261
C -9.76132 -0.64728 -8.46143
C -11.01681 -0.69354 -9.04386
C -12.11584 -0.92351 -8.22854
H -10.77523 -1.21134 -5.29728
H -8.69955 -0.80547 -6.59138
H -8.88001 -0.46911 -9.06349
H -11.14614 -0.55446 -10.10797
H -13.11471 -0.96426 -8.64800
N 2.93808 -1.35375 -4.28688
C 4.07285 -1.49716 -3.60871
C 4.14566 -1.53810 -2.22282
C 2.96373 -1.41826 -1.50958
C 1.76608 -1.26572 -2.20273
C 1.81479 -1.24007 -3.58921
H 4.97138 -1.57876 -4.20987
H 5.09742 -1.64758 -1.72653
H 2.97569 -1.44223 -0.43366
H 0.81611 -1.15575 -1.69112
H 0.90926 -1.11743 -4.17333
N 2.64447 3.29401 -0.77580
C 2.08288 4.16127 -1.61411
C 2.01255 3.96828 -2.98654
C 2.55661 2.81102 -3.52089
C 3.14801 1.90121 -2.66109
C 3.16423 2.19129 -1.30579
H 1.67048 5.05606 -1.16112
H 1.54173 4.70890 -3.61777
H 2.52037 2.62080 -4.58551
H 3.58631 0.98643 -3.02884
H 3.61924 1.49786 -0.60432
N 2.62851 5.32363 6.37076
C 3.44648 6.17238 6.98565
C 4.81182 6.23088 6.74573
C 5.35774 5.35792 5.81976
C 4.51777 4.46618 5.17262
C 3.16716 4.49315 5.48371
H 2.98358 6.83827 7.70491
H 5.42828 6.94462 7.27362
H 6.41815 5.37337 5.60558
H 4.89814 3.76674 4.44076
H 2.47146 3.82255 4.99430
N 8.73182 -1.20592 2.51508
C 9.43507 -0.21296 3.05252
C 10.79904 -0.04842 2.86862
C 11.47341 -0.96843 2.08391
C 10.75728 -2.01037 1.51822
C 9.39553 -2.08150 1.76368
H 8.87513 0.48727 3.66406
H 11.31652 0.78035 3.33038
H 12.53805 -0.87610 1.91686
H 11.24190 -2.75343 0.90085
H 8.80431 -2.88653 1.33790
N -5.58472 2.85674 0.09233
C -4.25828 2.82060 0.16396
C -3.42880 3.81093 -0.33817
C -4.01460 4.90798 -0.94939
C -5.39556 4.96307 -1.03057
C -6.13252 3.91559 -0.49639
H -3.84262 1.94409 0.65009
H -2.35363 3.72403 -0.25392
H -3.40558 5.70463 -1.35524
H -5.89576 5.79894 -1.49861
H -7.21566 3.92491 -0.53971
*
```

These are the Löwdin partial charges, in e, on atoms 1 to 4: atom 1 (C): 0.025, atom 2 (B): -0.553, atom 3 (O): 0.165, atom 4 (N): 0.280

=====

Number 1: energy -264.43383 Eh. Number 2: energy -862.32692 Eh. Number 3: energy -1750.69194 Eh. Number 4: energy -3705.32393 Eh.